[1]
Formula: C41H57F26NO20S
Source: the OMol25 dataset
Level of theory: ωB97M-V/def2-TZVPD

Geometry (Å):
C (9.0789, -1.3823, -2.1454)
C (8.1924, -0.4388, -2.9894)
O (7.5196, 0.5396, -2.1792)
C (6.2930, 0.0684, -1.7726)
O (6.2210, -0.8454, -1.0520)
C (5.0728, 0.8165, -2.2739)
C (3.8252, -0.0963, -2.3385)
C (2.6524, 0.4864, -1.5085)
N (1.7308, -0.4622, -0.8710)
C (0.6544, -0.9991, -1.7212)
C (1.0829, -1.9487, -2.8813)
C (0.6915, -1.4620, -4.2927)
F (0.8744, -2.5588, -5.1268)
S (2.4557, -1.5587, 0.0936)
O (2.8113, -2.7737, -0.5458)
O (3.5891, -0.9709, 0.6975)
F (1.4569, -1.8132, 1.2765)
H (10.0408, -1.5582, -2.6293)
H (9.2842, -0.8501, -1.2157)
H (8.5880, -2.3297, -1.9419)
H (8.8432, 0.0642, -3.7021)
H (7.4460, -1.0240, -3.5322)
H (5.2922, 1.2419, -3.2538)
H (4.9006, 1.6746, -1.6165)
H (3.5137, -0.0560, -3.3886)
H (4.0613, -1.1376, -2.1373)
H (2.0787, 1.1934, -2.1066)
H (3.0951, 1.0851, -0.7094)
H (0.1595, -0.1267, -2.1806)
H (-0.1009, -1.4400, -1.0710)
H (0.5070, -2.8697, -2.7534)
H (2.1260, -2.2480, -2.8567)
H (-0.3589, -1.1851, -4.3605)
H (1.3804, -0.6922, -4.6432)
C (-2.1361, 1.9987, -8.4734)
C (-1.7518, 3.2084, -7.6484)
O (-2.1419, 3.0374, -6.2726)
C (-1.3087, 2.3472, -5.5111)
O (-0.2771, 1.8646, -5.8771)
C (-1.8421, 2.2942, -4.0684)
F (-3.1537, 2.0346, -4.0257)
F (-1.6514, 3.4630, -3.4358)
F (-1.2340, 1.3370, -3.3501)
H (-3.2011, 1.7882, -8.3689)
H (-1.9116, 2.1680, -9.5259)
H (-1.5971, 1.1106, -8.1427)
H (-2.2823, 4.0887, -8.0059)
H (-0.6858, 3.4209, -7.7194)
C (2.2585, 0.8120, 3.5778)
C (2.4370, 2.1772, 4.2041)
O (2.1549, 3.2164, 3.2479)
C (0.8719, 3.5135, 3.0996)
O (-0.0369, 2.9944, 3.6755)
C (0.7052, 4.6548, 2.0941)
F (1.4782, 4.4783, 1.0097)
F (1.0361, 5.8378, 2.6390)
F (-0.5549, 4.7546, 1.6679)
H (2.8682, 0.7157, 2.6782)
H (2.5436, 0.0291, 4.2796)
H (1.2210, 0.6507, 3.2820)
H (3.4706, 2.3173, 4.5145)
H (1.8146, 2.2957, 5.0906)
C (-2.7129, 1.6596, 3.2223)
C (-3.4940, 0.7363, 4.1296)
O (-4.8151, 1.2482, 4.3915)
C (-5.7132, 0.9935, 3.4500)
O (-5.4972, 0.4129, 2.4287)
C (-7.0906, 1.5154, 3.8768)
F (-7.0155, 2.7422, 4.4136)
F (-7.6418, 0.7053, 4.7970)
F (-7.9305, 1.5803, 2.8411)
H (-2.6785, 2.6681, 3.6321)
H (-1.6952, 1.2989, 3.0959)
H (-3.1829, 1.7262, 2.2399)
H (-3.0031, 0.6565, 5.0979)
H (-3.5545, -0.2690, 3.7130)
C (9.0725, 2.6933, 0.1933)
C (9.1210, 3.1793, -1.2390)
O (8.8458, 4.5934, -1.3085)
C (9.8726, 5.4024, -1.0780)
O (10.9875, 5.0622, -0.8193)
C (9.4293, 6.8625, -1.2381)
F (8.2445, 7.0916, -0.6492)
F (9.3011, 7.1806, -2.5378)
F (10.3134, 7.7039, -0.7015)
H (8.1175, 2.9535, 0.6524)
H (9.2001, 1.6121, 0.2334)
H (9.8558, 3.1584, 0.7927)
H (8.3478, 2.6873, -1.8215)
H (10.0776, 2.9501, -1.7082)
C (1.4814, 6.7900, -0.7428)
C (2.1916, 7.3839, -1.9365)
O (1.6061, 6.8967, -3.1582)
C (0.5181, 7.5341, -3.5730)
O (-0.0007, 8.4598, -3.0272)
C (0.0389, 6.9369, -4.9005)
F (0.0557, 5.5911, -4.8971)
F (0.8195, 7.3402, -5.9183)
F (-1.2073, 7.3106, -5.1936)
H (1.4812, 5.7068, -0.8072)
H (1.9684, 7.0895, 0.1844)
H (0.4399, 7.1122, -0.7069)
H (3.2336, 7.0693, -1.9481)
H (2.1840, 8.4731, -1.9119)
C (-6.4211, -1.2330, -0.1179)
C (-6.3726, -2.7326, -0.3078)
O (-5.3332, -3.0849, -1.2484)
C (-4.1070, -3.1752, -0.7553)
O (-3.7919, -2.9941, 0.3831)
C (-3.1309, -3.5959, -1.8621)
F (-3.3480, -2.9247, -3.0036)
F (-3.2543, -4.9052, -2.1352)
F (-1.8605, -3.3763, -1.5053)
H (-6.5349, -0.7282, -1.0793)
H (-7.2487, -0.9506, 0.5259)
H (-5.4979, -0.8709, 0.3297)
H (-7.3080, -3.0882, -0.7349)
H (-6.2288, -3.2501, 0.6280)
C (-6.6347, -5.2059, 6.5488)
C (-6.4188, -5.7442, 5.1504)
O (-7.3344, -5.1324, 4.2209)
C (-6.9735, -3.9490, 3.7430)
O (-5.9721, -3.3586, 4.0159)
C (-8.0175, -3.4528, 2.7351)
F (-9.2705, -3.6394, 3.1705)
F (-7.9024, -4.1124, 1.5595)
F (-7.8790, -2.1521, 2.4851)
H (-7.6759, -5.3309, 6.8486)
H (-5.9970, -5.7273, 7.2614)
H (-6.4104, -4.1400, 6.5977)
H (-6.6265, -6.8078, 5.1257)
H (-5.3883, -5.6061, 4.8221)
C (-1.6302, -9.5383, 3.1440)
C (-2.7343, -8.5143, 3.2955)
O (-3.6986, -8.9388, 4.2784)
C (-3.3918, -8.6851, 5.5453)
O (-2.3993, -8.1460, 5.9308)
C (-4.5343, -9.1471, 6.4589)
F (-5.0004, -10.3549, 6.1133)
F (-5.5704, -8.2849, 6.3969)
F (-4.1517, -9.2222, 7.7326)
H (-2.0484, -10.5194, 2.9157)
H (-0.9498, -9.2498, 2.3436)
H (-1.0579, -9.6375, 4.0664)
H (-3.2806, -8.4127, 2.3597)
H (-2.3381, -7.5315, 3.5485)

Output
Molar mass (g/mol): 1409.9
F_max (hartree/bohr): 0.0557
Structure (SMILES): CCOC(=O)CCCN(CCCF)S(=O)(=O)F.CCOC(=O)C(F)(F)F.CCOC(=O)C(F)(F)F.CCOC(=O)C(F)(F)F.CCOC(=O)C(F)(F)F.CCOC(=O)C(F)(F)F.CCOC(=O)C(F)(F)F.CCOC(=O)C(F)(F)F.CCOC(=O)C(F)(F)F
E_HOMO (eV): -10.34
Spin multiplicity: 1
HOMO-LUMO gap (eV): 10.408

---

[2]
Formula: C41H58BCsFN11O3
Source: the OMol25 dataset
Level of theory: ωB97M-V/def2-TZVPD

Geometry (Å):
Cs (0.6089, 1.3843, 2.3864)
C (-2.8755, 0.0931, 0.3799)
C (-3.6975, 1.2749, -0.1210)
C (-5.1336, 0.8528, -0.4337)
C (-3.6728, 2.4105, 0.8693)
C (-4.5465, 3.5138, 0.9383)
C (-4.1241, 4.2069, 2.0499)
N (-3.0760, 3.5514, 2.5859)
N (-2.7826, 2.4578, 1.8558)
B (-2.3600, 4.0182, 3.8863)
N (-2.1185, 2.8339, 4.8537)
C (-2.6796, 2.5378, 6.0469)
C (-2.2288, 1.2920, 6.4423)
C (-1.3765, 0.8759, 5.3922)
N (-1.3440, 1.8211, 4.4749)
C (-0.6051, -0.4096, 5.1429)
C (-1.2657, -1.2362, 4.0283)
C (-0.4988, -1.2289, 6.4256)
N (-1.0927, 4.8544, 3.5299)
C (-0.9923, 6.1642, 3.8274)
C (0.1614, 6.6568, 3.2649)
C (0.7278, 5.5466, 2.6125)
N (-0.0312, 4.4667, 2.7753)
C (2.0361, 5.5300, 1.8593)
C (2.1527, 4.3421, 0.9109)
C (3.2131, 5.5533, 2.8389)
H (-2.8514, -0.7110, -0.3607)
H (-3.2913, -0.2960, 1.3111)
H (-1.8552, 0.4095, 0.5778)
H (-3.2522, 1.6223, -1.0642)
H (-5.6570, 0.5738, 0.4832)
H (-5.1400, -0.0067, -1.1086)
H (-5.6955, 1.6592, -0.9071)
H (-5.3766, 3.7554, 0.2954)
H (-4.5022, 5.1032, 2.5128)
H (-3.1099, 4.7790, 4.4509)
H (-3.3517, 3.2306, 6.5264)
H (-2.4810, 0.7738, 7.3525)
H (0.4256, -0.1943, 4.8268)
H (-2.2600, -1.5426, 4.3678)
H (-0.6763, -2.1289, 3.8063)
H (-1.4174, -0.6824, 3.0965)
H (-1.4874, -1.5491, 6.7660)
H (-0.0385, -0.6437, 7.2227)
H (0.1092, -2.1193, 6.2585)
H (-1.7591, 6.6478, 4.4090)
H (0.5381, 7.6655, 3.3096)
H (2.0737, 6.4540, 1.2711)
H (2.1868, 3.4346, 1.5105)
H (3.0815, 4.3817, 0.3370)
H (1.3018, 4.2620, 0.2379)
H (3.2096, 4.6475, 3.4497)
H (3.1514, 6.4101, 3.5112)
H (4.1646, 5.5988, 2.3034)
F (-0.0855, -2.6959, -4.3962)
C (0.5741, -3.0912, -3.2735)
C (0.5765, -2.2967, -2.1645)
C (1.3129, -2.6856, -1.0454)
C (1.2998, -1.7799, 0.1376)
O (0.5348, -0.8242, 0.1389)
C (2.2311, -2.1534, 1.1846)
C (2.8397, -3.3534, 1.1122)
N (2.7368, -4.2488, 0.0700)
C (3.4597, -5.4892, 0.1165)
C (3.4081, -6.2925, 1.3773)
C (2.6835, -6.7765, 0.1558)
C (2.0283, -3.8900, -1.0543)
C (1.9892, -4.7001, -2.2010)
C (1.2634, -4.3049, -3.3056)
N (1.2722, -5.1404, -4.4743)
C (2.2937, -4.7917, -5.4433)
C (2.5105, -5.9612, -6.3833)
N (1.1927, -6.3064, -7.0299)
C (0.1229, -6.6035, -6.0072)
C (-0.0070, -5.3894, -5.1100)
C (2.5813, -1.2261, 2.3632)
O (2.5247, -1.7037, 3.5041)
O (2.8790, -0.0691, 1.9914)
H (0.0343, -1.3606, -2.1207)
H (3.4721, -3.6738, 1.9298)
H (4.3957, -5.4865, -0.4336)
H (2.8056, -5.9012, 2.1846)
H (4.3128, -6.7977, 1.6813)
H (1.6056, -6.6883, 0.1585)
H (3.0838, -7.6241, -0.3836)
H (2.5001, -5.6516, -2.2387)
H (3.2272, -4.5793, -4.9253)
H (2.0289, -3.8923, -6.0266)
H (2.8275, -6.8473, -5.8367)
H (3.2197, -5.7341, -7.1769)
H (1.3068, -7.0952, -7.6656)
H (0.8857, -5.5089, -7.5928)
H (0.4520, -7.4816, -5.4551)
H (-0.7957, -6.8204, -6.5493)
H (-0.7583, -5.5826, -4.3457)
H (-0.3672, -4.5406, -5.7102)
C (-1.2010, 3.8600, -1.9413)
C (-1.5837, 3.4592, -3.3931)
N (-0.5325, 2.6200, -3.9850)
C (-0.4086, 1.3957, -3.1892)
C (-0.1320, 1.7470, -1.7019)
N (0.0436, 3.1918, -1.5642)
C (1.1171, 3.6361, -2.4481)
C (0.7401, 3.3433, -3.9250)
H (-1.9717, 3.5827, -1.2191)
H (-1.0496, 4.9383, -1.8521)
H (-1.7156, 4.3363, -4.0308)
H (-2.5177, 2.8922, -3.4175)
H (0.3965, 0.7917, -3.6188)
H (-1.3395, 0.8302, -3.2961)
H (0.7669, 1.2481, -1.3355)
H (-0.9573, 1.4493, -1.0569)
H (2.0339, 3.1182, -2.1556)
H (1.2796, 4.7038, -2.2821)
H (1.5015, 2.7331, -4.4181)
H (0.6329, 4.2644, -4.5026)

Output
Energy above the lowest of the compared OMol25 structures with the same formula, charge and spin (kcal/mol): 5.5
Molar mass (g/mol): 915.7
F_max (hartree/bohr): 0.0164
E_HOMO (eV): -6.96
Spin multiplicity: 1
HOMO-LUMO gap (eV): 4.981

---

[3]
Formula: C41H58BrNP3RuSi
Source: the OMol25 dataset
Level of theory: ωB97M-V/def2-TZVPD

Geometry (Å):
Ru (-0.0387, -0.2526, 0.4449)
C (1.2231, -2.4184, 4.0968)
C (1.5795, -0.9424, 3.9811)
C (0.5550, -0.0713, 4.7018)
P (1.7792, -0.3818, 2.2096)
C (2.6750, 1.2506, 2.4703)
C (4.0056, 1.3193, 1.7338)
C (1.7151, 2.3541, 2.0310)
C (3.0436, -1.5114, 1.5337)
C (3.9321, -2.2019, 2.3470)
C (4.8268, -3.1067, 1.7998)
C (4.8600, -3.3028, 0.4306)
C (4.0250, -2.5708, -0.3912)
C (3.0948, -1.6771, 0.1363)
Si (1.9488, -0.5685, -0.9165)
C (-1.0930, -1.6384, -0.7211)
C (-0.9682, -2.2472, -1.9620)
C (-1.9134, -3.1822, -2.3620)
C (-2.9966, -3.4804, -1.5529)
C (-3.1655, -2.8347, -0.3401)
C (-2.2068, -1.9225, 0.0847)
P (-2.0323, -1.1063, 1.7241)
C (-2.2624, -2.5572, 2.8950)
C (-1.4938, -3.7591, 2.3296)
C (-3.7061, -2.9512, 3.2043)
C (-3.4275, 0.1275, 2.0218)
C (-3.3973, 0.5376, 3.4948)
C (-4.8324, -0.2451, 1.5520)
C (2.1401, -0.5750, -2.8125)
C (2.8674, -1.5345, -3.5099)
C (3.1325, -1.3785, -4.8580)
C (2.6605, -0.2674, -5.5336)
C (1.8804, 0.6626, -4.8697)
C (1.6270, 0.5240, -3.5113)
P (0.5528, 1.6808, -2.5944)
C (1.5319, 3.2786, -2.4028)
C (1.8213, 4.0055, -3.7092)
C (2.8348, 2.9923, -1.6687)
C (-0.7194, 2.1069, -3.9121)
C (-1.6930, 3.2054, -3.4927)
C (-1.4519, 0.8506, -4.3688)
H (1.3123, -2.7347, 5.1341)
H (1.8744, -3.0477, 3.4946)
H (0.2024, -2.5858, 3.7782)
H (2.5664, -0.7688, 4.4307)
H (-0.4089, -0.1078, 4.1896)
H (0.8758, 0.9673, 4.7639)
H (0.4161, -0.4383, 5.7171)
H (2.8708, 1.3442, 3.5439)
H (3.8783, 1.1810, 0.6615)
H (4.6926, 0.5588, 2.0968)
H (4.4626, 2.2924, 1.9018)
H (1.2964, 2.0905, 1.0478)
H (2.2231, 3.3126, 1.9501)
H (0.9019, 2.4556, 2.7493)
H (3.9328, -2.0554, 3.4150)
H (5.4829, -3.6688, 2.4420)
H (5.5394, -4.0177, -0.0073)
H (4.1028, -2.7131, -1.4535)
H (-0.1537, -2.0001, -2.6273)
H (-1.7979, -3.6873, -3.3068)
H (-3.7130, -4.2241, -1.8630)
H (-4.0216, -3.0605, 0.2726)
H (-1.8091, -2.2398, 3.8441)
H (-2.1036, -4.2828, 1.5945)
H (-1.2545, -4.4660, 3.1232)
H (-0.5561, -3.4622, 1.8429)
H (-4.2727, -3.1914, 2.3100)
H (-4.2346, -2.1845, 3.7629)
H (-3.6850, -3.8428, 3.8299)
H (-3.1260, 1.0064, 1.4368)
H (-3.6345, -0.2940, 4.1524)
H (-4.1333, 1.3200, 3.6729)
H (-2.4128, 0.9195, 3.7657)
H (-5.3029, -0.9749, 2.2029)
H (-4.8249, -0.6228, 0.5306)
H (-5.4476, 0.6561, 1.5680)
H (3.2001, -2.4340, -3.0219)
H (3.6962, -2.1349, -5.3798)
H (2.8805, -0.1343, -6.5803)
H (1.4916, 1.4998, -5.4253)
H (0.8982, 3.9088, -1.7665)
H (2.3781, 3.3694, -4.3908)
H (2.4419, 4.8726, -3.4936)
H (0.9193, 4.3622, -4.1945)
H (3.4904, 2.3733, -2.2776)
H (2.6504, 2.4859, -0.7250)
H (3.3546, 3.9250, -1.4595)
H (-0.1124, 2.4778, -4.7444)
H (-1.2968, 3.8251, -2.6894)
H (-2.6322, 2.7714, -3.1638)
H (-1.9130, 3.8602, -4.3359)
H (-1.8216, 0.2801, -3.5181)
H (-0.7982, 0.2058, -4.9518)
H (-2.3049, 1.1243, -4.9879)
Br (-5.1321, 4.4061, -0.3199)
C (-3.5665, 3.3367, -0.2934)
C (-2.4416, 3.7543, 0.4136)
C (-1.3386, 2.9279, 0.4648)
N (-1.2771, 1.7338, -0.1401)
C (-2.3568, 1.3578, -0.8470)
C (-3.5076, 2.1094, -0.9556)
H (-2.4327, 4.7064, 0.9188)
H (-0.4729, 3.2445, 1.0254)
H (-2.2987, 0.3951, -1.3395)
H (-4.3502, 1.7457, -1.5223)

Output
Molar mass (g/mol): 866.9
F_max (hartree/bohr): 0.0305
Total charge: +2
E_HOMO (spin up / spin down) (eV): -12.51 / -12.46
Spin multiplicity: 2
HOMO-LUMO gap (spin up / spin down) (eV): 5.171 / 5.571

---

[4]
Formula: C41H59Cl2GeN2O6Ti
Source: the OMol25 dataset
Level of theory: ωB97M-V/def2-TZVPD

Geometry (Å):
Ti (-0.2718, 0.5807, 0.3359)
C (-2.8412, 3.9108, -2.2206)
C (-3.0388, 2.4232, -1.9443)
C (-3.6805, 1.7341, -3.1507)
C (-3.8364, 2.1646, -0.6886)
C (-4.9691, 2.9248, -0.4239)
C (-5.7404, 2.6904, 0.7006)
C (-5.3818, 1.6837, 1.5760)
C (-4.2580, 0.8950, 1.3519)
C (-3.9321, -0.2146, 2.3276)
C (-3.8106, 0.3078, 3.7570)
C (-4.9891, -1.3160, 2.2458)
C (-3.4878, 1.1381, 0.2057)
N (-2.3524, 0.3128, -0.0460)
C (-2.5262, -0.8217, -0.7037)
C (-1.6128, -1.8764, -0.5832)
N (-0.6256, -1.8793, 0.3130)
C (-0.2196, -3.1945, 0.6644)
C (1.1345, -3.5128, 0.9493)
C (1.5081, -4.8445, 1.0516)
C (0.5904, -5.8763, 0.9339)
C (-0.7442, -5.5557, 0.8342)
C (-1.1792, -4.2325, 0.7605)
C (-2.6722, -4.0245, 0.9818)
C (-3.0727, -4.6122, 2.3387)
C (-3.5446, -4.6285, -0.1181)
C (2.1530, -2.4404, 1.2539)
C (3.5879, -2.9532, 1.3428)
C (1.7916, -1.7830, 2.5885)
H (-2.1235, 4.0492, -3.0307)
H (-2.4587, 4.4297, -1.3422)
H (-3.7747, 4.3924, -2.5222)
H (-2.0609, 1.9753, -1.7979)
H (-4.6798, 2.1354, -3.3373)
H (-3.7757, 0.6600, -2.9896)
H (-3.0780, 1.8910, -4.0477)
H (-5.2477, 3.7157, -1.1086)
H (-6.6202, 3.2920, 0.8923)
H (-5.9854, 1.5016, 2.4565)
H (-2.9634, -0.6333, 2.0493)
H (-4.7619, 0.7080, 4.1176)
H (-3.0613, 1.0924, 3.8251)
H (-3.5166, -0.5038, 4.4255)
H (-5.9814, -0.9200, 2.4755)
H (-4.7705, -2.1060, 2.9630)
H (-5.0325, -1.7567, 1.2474)
H (-3.4164, -0.9860, -1.3128)
H (-1.7991, -2.7480, -1.2088)
H (2.5463, -5.0848, 1.2280)
H (0.9117, -6.9087, 0.9840)
H (-1.4853, -6.3463, 0.8532)
H (-2.8784, -2.9559, 1.0324)
H (-2.8949, -5.6880, 2.3803)
H (-4.1344, -4.4437, 2.5218)
H (-2.5062, -4.1484, 3.1465)
H (-3.4295, -5.7138, -0.1560)
H (-3.2934, -4.2382, -1.1037)
H (-4.5982, -4.4157, 0.0734)
H (2.0873, -1.6751, 0.4805)
H (3.7273, -3.5659, 2.2377)
H (4.2699, -2.1067, 1.4258)
H (3.8866, -3.5472, 0.4796)
H (1.9090, -2.5090, 3.3981)
H (0.7682, -1.4216, 2.6017)
H (2.4461, -0.9333, 2.7903)
Cl (2.0432, 6.0792, -3.6610)
C (1.3516, 4.9642, -2.5022)
C (1.1215, 5.4068, -1.2018)
C (0.5692, 4.5168, -0.2874)
C (0.2575, 3.2166, -0.6547)
O (-0.3338, 2.4099, 0.2366)
C (0.5109, 2.7540, -1.9782)
C (0.2294, 1.4359, -2.3872)
O (-0.1133, 0.4770, -1.5727)
C (1.0589, 3.6833, -2.8988)
H (1.3650, 6.4198, -0.9185)
H (0.3504, 4.8227, 0.7272)
H (0.2871, 1.1821, -3.4456)
H (1.2578, 3.3726, -3.9166)
O (0.3694, 0.9737, 4.3598)
Cl (0.0228, 1.6281, 3.1122)
O (-1.0086, 2.6265, 3.3155)
O (-0.6979, 0.4834, 2.2677)
O (1.5570, 0.5362, 0.4967)
C (7.4979, 2.6436, 0.2013)
C (6.0928, 2.6018, -0.3821)
C (5.0171, 2.9089, 0.6526)
C (3.6011, 2.7486, 0.1022)
Ge (3.1356, 0.8803, -0.2856)
C (3.2398, 0.5528, -2.2220)
C (2.5424, -0.6470, -2.8850)
C (3.4873, -1.7939, -3.2296)
C (3.9866, -2.5269, -1.9970)
H (8.2592, 2.4426, -0.5530)
H (7.6096, 1.9025, 0.9941)
H (7.7101, 3.6226, 0.6354)
H (5.9109, 1.6144, -0.8203)
H (6.0080, 3.3163, -1.2062)
H (5.1630, 3.9313, 1.0188)
H (5.1603, 2.2538, 1.5182)
H (3.4798, 3.3403, -0.8106)
H (2.8597, 3.1239, 0.8094)
H (4.1642, -0.0177, 0.4482)
H (4.3181, 0.5041, -2.4169)
H (2.9007, 1.4871, -2.6722)
H (2.0595, -0.3111, -3.8055)
H (1.7362, -1.0209, -2.2473)
H (4.3408, -1.3995, -3.7929)
H (2.9765, -2.4935, -3.8972)
H (4.5065, -1.8452, -1.3201)
H (4.6810, -3.3306, -2.2488)
H (3.1542, -2.9633, -1.4414)

Output
Energy above the lowest of the compared OMol25 structures with the same formula, charge and spin (kcal/mol): 4.3
Molar mass (g/mol): 867.3
F_max (hartree/bohr): 0.0201
Total charge: -1
E_HOMO (spin up / spin down) (eV): -3.64 / -5.74
Spin multiplicity: 3
HOMO-LUMO gap (spin up / spin down) (eV): 6.100 / 7.611